(1)
A gas-phase ion, C4H6N (charge +1) in a non-equilibrium geometry. Source: OMol25; level of theory: ωB97M-V/def2-TZVPD.

Its molecular weight is 68.1 g mol⁻¹. The calculation puts the maximum force at 4.41 eV/Å. Its frontier orbital gap is 7.83 eV. The value obtained for the energy relative to the best compared isomer or geometry (same formula, charge and spin) is 80.8 kcal per mole. The HOMO energy comes out at -14.715 eV.

```
! wB97M-V def2-TZVPD RIJCOSX def2/J DEFGRID3
* xyz 1 1
C 1.05985 -0.21088 0.45265
C -0.11046 0.27282 0.78903
C 0.79534 -1.32367 -1.60627
C -1.28812 1.05545 0.92828
N 1.28687 -0.45145 -0.87795
H 1.95373 -0.34924 1.13979
H -0.11009 -1.98431 -1.21654
H 0.95819 -1.19357 -2.79048
H -2.15084 0.61855 1.39801
H -1.38086 1.61569 0.05584
H -1.01360 1.95059 1.72763
*
```

---

(2)
A molecular structure, C16H23I2NNdO3PrS3 in a non-equilibrium geometry. Source: OMol25; level of theory: ωB97M-V/def2-TZVPD.

Its molecular weight is 912.5 g mol⁻¹. The calculation puts the maximum force at 11.46 eV/Å. Its frontier orbital gap (alpha / beta) is 5.17 / 5.31 eV. As for the expectation value of S²: 8.771. The HOMO energy (alpha / beta) comes out at -19.665 / -19.669 eV.

```
! wB97M-V def2-TZVPD RIJCOSX def2/J DEFGRID3
* xyz 4 6
I -0.75112 -4.11324 -1.31376
I -0.74854 -3.36700 -3.99425
Nd -0.04589 0.59042 -3.02404
Pr -0.28543 -0.06701 0.17419
S 1.47126 -1.13914 -1.84316
S -1.99721 -0.62559 -1.78861
C 1.65942 0.22193 1.36022
C 3.19044 -0.65325 -1.81856
C -3.41591 0.41326 -1.49409
C 3.61621 -1.01497 -3.24667
C 3.53014 0.77427 -1.42733
C 3.63283 -1.69598 -0.78441
C -4.05605 0.22128 -2.87059
C -3.23661 1.86732 -1.10434
C -4.05063 -0.46477 -0.40801
C 1.62521 1.75694 -4.11628
C -1.38453 2.24546 -3.96544
O 2.48597 0.33854 2.19191
O 2.42066 2.24634 -4.72881
O -2.04221 2.96971 -4.50352
H 3.22442 -0.30269 -3.97804
H 3.26110 -2.02003 -3.50241
H 4.69693 -0.98745 -3.24304
H 3.16045 1.51180 -2.15402
H 4.62967 0.80383 -1.42606
H 3.16835 1.02903 -0.42272
H 3.24858 -1.45757 0.20808
H 4.70959 -1.66612 -0.78773
H 3.27626 -2.68867 -1.07934
H -5.06199 0.58509 -2.75626
H -4.05606 -0.84026 -3.13905
H -3.52902 0.78658 -3.64120
H -4.26468 2.23630 -0.98251
H -2.71948 2.46283 -1.86767
H -2.72104 1.98870 -0.13773
H -5.05320 -0.09154 -0.30043
H -3.51311 -0.37511 0.54252
H -4.04442 -1.51579 -0.71815
S -2.00088 0.96691 1.85465
C -1.08987 0.42831 3.20166
N -1.32974 -0.83867 3.72212
C -0.70922 -1.28032 4.86195
C 0.18901 -0.45121 5.49312
C 0.46422 0.82497 4.99324
C -0.19100 1.26417 3.85560
H -2.01602 -1.43980 3.24197
H -0.96700 -2.28284 5.20439
H 0.68254 -0.79489 6.38666
H 1.16840 1.48845 5.48755
H -0.00522 2.24768 3.40891
*
```

---

(3)
A molecular structure, C14H23F3NPZr in a non-equilibrium geometry. Source: OMol25; level of theory: ωB97M-V/def2-TZVPD.

Its molecular weight is 384.5 g mol⁻¹. The calculation puts the maximum force at 6.51 eV/Å. Its frontier orbital gap is 6.42 eV. The value obtained for the energy relative to the best compared isomer or geometry (same formula, charge and spin) is 0.0 kcal per mole. The HOMO energy comes out at -15.829 eV.

```
! wB97M-V def2-TZVPD RIJCOSX def2/J DEFGRID3
* xyz 2 1
C 2.97982 0.69365 2.22962
C 1.68971 0.97467 2.67804
C 0.56962 0.44000 2.01952
C 0.74884 -0.40107 0.90366
C 2.05941 -0.63768 0.43495
C 3.16672 -0.12415 1.11781
C -0.80767 0.72959 2.57636
C -1.73768 1.64203 1.75377
N -1.66350 1.41557 0.27200
Zr -1.04951 -0.89133 -0.26409
C 2.25954 -1.42043 -0.84118
P 0.82235 -1.10163 -1.99107
H 1.52804 1.60891 3.55333
H 4.16682 -0.35942 0.74492
H 3.84062 1.10797 2.75234
H 2.28437 -2.51063 -0.66663
H 3.17528 -1.13436 -1.37891
H -1.33504 -0.21662 2.80321
H -0.67829 1.24214 3.54145
H -2.78426 1.47827 2.05565
C 1.09424 -2.26939 -3.33940
C 1.40301 0.45490 -2.75737
H -1.50059 2.70803 1.91597
C -0.69804 2.34784 -0.35776
C -2.98687 1.56078 -0.37945
H -0.94635 -2.68233 -0.94334
H -1.08422 3.37303 -0.22711
H 0.28150 2.24950 0.12849
H -0.60393 2.11027 -1.42649
H -3.24817 2.63110 -0.42231
H -2.94683 1.14258 -1.39895
H -3.74712 1.02042 0.20186
H 2.31250 0.24435 -3.33561
H 0.61875 0.83527 -3.42398
H 1.62429 1.22001 -2.00352
H 2.08371 -2.10191 -3.78547
H 1.02041 -3.29877 -2.97076
H 0.32075 -2.10704 -4.10018
H -1.63106 -2.39877 -1.29678
F -1.76019 -2.47033 2.32765
C -2.39504 -2.21413 1.10320
F -2.92218 -3.43574 0.72169
F -3.52377 -1.45513 1.47484
*
```

---

(4)
C19H15BrN2O2S in the gas phase in a non-equilibrium geometry. Source: OMol25; level of theory: ωB97M-V/def2-TZVPD.

Its molecular weight is 415.3 g mol⁻¹. The calculation puts the maximum force at 5.13 eV/Å. Its frontier orbital gap is 6.42 eV. The value obtained for the energy relative to the best compared isomer or geometry (same formula, charge and spin) is 0.0 kcal per mole. The HOMO energy comes out at -7.315 eV.

```
! wB97M-V def2-TZVPD RIJCOSX def2/J DEFGRID3
* xyz 0 1
O 2.09912 -0.32656 -0.32960
S -1.80633 1.59046 -1.77906
Br 1.72065 -3.24118 -1.59173
O 2.15401 4.02714 -1.89185
C 1.11939 -0.77560 0.18699
C -0.40662 0.84714 -1.37420
C 1.78722 5.25590 -1.41286
C 0.57390 5.65178 -1.84483
C -0.00005 4.56370 -2.52165
C 1.00703 3.57492 -2.48310
C 1.68100 -4.38500 2.39596
C 1.14472 -3.28603 3.10005
C -3.46876 -1.45601 1.94554
C 1.87149 -4.41205 1.00006
C 1.06660 -2.16716 2.27400
C -3.14226 -2.13860 0.77314
C -2.74345 -0.40380 2.36351
C 1.66962 -3.23576 0.32950
C 1.26076 -2.06873 0.91979
C -2.12697 -1.62339 0.01753
C -1.77431 0.14527 1.51764
C -0.24574 -0.19176 -0.32918
N 0.74275 1.21746 -2.02954
N -1.40642 -0.54517 0.36620
C 0.85993 2.23440 -3.16659
H 2.26770 5.79590 -0.67570
H -0.01370 6.45310 -1.43542
H -1.08233 4.49202 -2.92138
H 1.90440 -5.33813 2.98446
H 1.12719 -3.30824 4.18570
H -4.40024 -1.62477 2.47744
H 2.19434 -5.30747 0.51335
H 0.88133 -1.32765 2.94317
H -3.61152 -3.00942 0.37595
H -3.20002 0.31023 3.16163
H -1.70036 -2.15414 -0.82566
H -1.16915 1.03432 1.85286
H 1.52043 0.95430 -1.38109
H -0.04229 2.09890 -3.82135
H 1.68697 2.07968 -3.86966
*
```

---

(5)
8 unconnected molecules or ions with the total composition C24H34Cl6F2O3 in a non-equilibrium geometry. Source: OMol25; level of theory: ωB97M-V/def2-TZVPD.

Its molecular weight is 621.2 g mol⁻¹. The calculation puts the maximum force at 3.49 eV/Å. Its frontier orbital gap is 9.32 eV. The value obtained for the energy relative to the best compared isomer or geometry (same formula, charge and spin) is 0.0 kcal per mole. The HOMO energy comes out at -9.176 eV.

```
! wB97M-V def2-TZVPD RIJCOSX def2/J DEFGRID3
* xyz 0 1
F -5.46435 -21.13076 -3.59142
C -6.23056 -20.20471 -4.25721
C -7.40068 -19.80661 -3.65639
C -8.21026 -18.88426 -4.32272
C -7.67587 -18.30026 -5.52604
C -6.48534 -18.74755 -6.12242
C -5.76417 -19.68724 -5.46615
H -7.61683 -20.19979 -2.67400
H -9.13723 -18.49172 -3.93151
H -8.31024 -17.56245 -5.99468
H -6.08139 -18.19720 -6.95928
H -4.78181 -19.95293 -5.82777
F -11.29602 -26.49371 -10.17563
C -10.17720 -25.76360 -9.79190
C -10.25987 -24.39091 -9.65156
C -9.06470 -23.71160 -9.43829
C -7.85841 -24.37445 -9.23950
C -7.84015 -25.73218 -9.46262
C -8.99117 -26.42467 -9.67365
H -11.15446 -23.79273 -9.74264
H -9.00993 -22.63375 -9.47882
H -7.00189 -23.75821 -9.00925
H -6.88811 -26.23180 -9.36073
H -8.88659 -27.49396 -9.78356
C -9.03363 -34.26714 -13.00429
C -9.19356 -33.18302 -11.99011
C -10.61911 -32.92876 -11.53569
O -8.24700 -32.54683 -11.52620
H -8.09746 -34.21806 -13.56041
H -9.86183 -34.37119 -13.70527
H -9.08340 -35.18287 -12.41516
H -10.70943 -33.35720 -10.53750
H -11.37174 -33.42837 -12.14563
H -10.81752 -31.85817 -11.58652
C -7.82009 -24.52880 -14.82540
C -7.27226 -25.78347 -15.43079
C -8.22834 -26.87953 -15.55448
O -6.10876 -25.92263 -15.74033
H -8.73215 -24.71032 -14.25679
H -8.01611 -23.75386 -15.56643
H -7.05844 -24.10270 -14.17240
H -9.22778 -26.58388 -15.87353
H -8.30161 -27.43235 -14.61793
H -7.86814 -27.58716 -16.30121
C -1.68083 -22.03990 -12.69327
C -1.70345 -21.69533 -11.23040
C -1.50061 -20.20626 -10.84892
O -1.85698 -22.56514 -10.33902
H -2.12521 -23.02268 -12.85072
H -0.65662 -22.10485 -13.06050
H -2.23394 -21.33789 -13.31724
H -1.94373 -19.62499 -11.65756
H -0.47468 -19.92150 -10.61548
H -2.02449 -19.93442 -9.93254
Cl -17.71941 -26.27356 -12.55525
C -16.65525 -24.89450 -12.29127
Cl -15.40073 -24.75571 -13.50612
H -17.23182 -23.96981 -12.26662
H -16.21556 -24.96443 -11.29635
Cl -9.11837 -18.94121 -12.81861
C -10.81672 -19.29418 -12.62996
Cl -11.54076 -18.75665 -11.07385
H -11.41307 -18.80920 -13.40278
H -11.00532 -20.36279 -12.73299
Cl -8.62969 -33.19135 -3.90100
C -8.37285 -32.55475 -5.53761
Cl -9.66244 -31.40529 -5.97668
H -7.37878 -32.11189 -5.59914
H -8.41127 -33.41649 -6.20397
*
```

---

(6)
A gas-phase ion, C7H11N2 (charge +1) in a non-equilibrium geometry. Source: OMol25; level of theory: ωB97M-V/def2-TZVPD.

Its molecular weight is 123.2 g mol⁻¹. The calculation puts the maximum force at 2.84 eV/Å. Its frontier orbital gap is 7.80 eV. The value obtained for the energy relative to the best compared isomer or geometry (same formula, charge and spin) is 39.4 kcal per mole. The HOMO energy comes out at -12.733 eV.

```
! wB97M-V def2-TZVPD RIJCOSX def2/J DEFGRID3
* xyz 1 1
N -2.20957 1.54982 0.75698
C -0.93278 1.81754 1.47564
C 0.04459 0.58546 1.58665
C 0.37391 -0.16361 0.26385
C 1.30089 -1.33205 0.37131
C 1.64523 -2.12627 -0.80421
C 1.03904 -1.74026 -2.08012
N 0.20776 -0.64015 -2.17209
C -0.12496 0.12934 -1.05879
H -2.28424 0.57969 0.44881
H -2.24217 2.13740 -0.07823
H -0.41063 2.74952 1.10718
H -1.23564 2.06868 2.53726
H 0.97051 0.90671 2.14714
H -0.46227 -0.16722 2.26479
H 1.75763 -1.63039 1.34422
H 2.32783 -3.00308 -0.76137
H 1.21228 -2.30349 -3.03105
H -0.16415 -0.40056 -3.09144
H -0.81327 0.98293 -1.22655
*
```

---

(7)
A gas-phase ion, C4H2ClS2 (charge -1) in a non-equilibrium geometry. Source: OMol25; level of theory: ωB97M-V/def2-TZVPD.

Its molecular weight is 149.6 g mol⁻¹. The calculation puts the maximum force at 2.87 eV/Å. Its frontier orbital gap (alpha / beta) is 6.15 / 6.14 eV. The value obtained for the energy relative to the best compared isomer or geometry (same formula, charge and spin) is 16.5 kcal per mole. The HOMO energy (alpha / beta) comes out at -2.678 / -2.676 eV.

```
! wB97M-V def2-TZVPD RIJCOSX def2/J DEFGRID3
* xyz -1 1
C 0.41582 0.66846 -0.80290
C 1.28103 0.10787 0.06803
C -0.87892 1.15060 -0.54809
C -0.94052 -0.96147 1.13704
S -1.92504 -1.71680 2.21832
S 0.76491 -0.86966 1.44220
Cl -1.99896 0.81802 -1.76894
H 0.97612 0.91007 -1.62967
H 2.30556 -0.10710 -0.11600
*
```

---

(8)
A gas-phase ion, C2H7N2 (charge +1) in a non-equilibrium geometry. Source: OMol25; level of theory: ωB97M-V/def2-TZVPD.

Its molecular weight is 59.1 g mol⁻¹. The calculation puts the maximum force at 1.21 eV/Å. Its frontier orbital gap is 11.71 eV. The value obtained for the energy relative to the best compared isomer or geometry (same formula, charge and spin) is 11.5 kcal per mole. The HOMO energy comes out at -15.863 eV.

```
! wB97M-V def2-TZVPD RIJCOSX def2/J DEFGRID3
* xyz 1 1
C -1.79518 -0.24890 -0.41079
N -0.56324 0.28708 0.18943
C 0.60397 -0.22388 -0.03790
N 1.82408 0.21210 0.27014
H -1.54185 -1.16551 -0.92974
H -2.53694 -0.40270 0.37689
H -2.24333 0.52464 -1.02621
H -0.69419 1.04321 0.83617
H 0.62499 -1.06181 -0.73385
H 2.15516 0.37333 1.21324
H 2.51188 -0.36446 -0.19804
*
```